(1)
ORCA calculation (ωB97M-V/def2-TZVPD) on a single C5H12O molecule.

SMILES string: CC(C)[C@@H](C)O
Net charge: 0
ΔE to the lowest compared entry with this formula, charge and spin: 2.62 kcal per mole

```
18
Properties=species:S:1:pos:R:3:forces:R:3:nbo_charge:R:1
C -0.661305 -0.901836 1.630291 -0.08 -0.01 0.06 -0.607
C 0.282647 -0.183025 0.662759 0.04 0.01 -0.06 -0.230
C 1.127750 -1.210452 -0.099380 0.07 0.02 0.00 -0.612
C -0.526923 0.707354 -0.291493 0.17 0.18 0.21 0.107
C 0.310718 1.630942 -1.172786 0.04 0.00 -0.02 -0.636
O -1.315961 -0.161056 -1.095675 -0.23 0.11 -0.20 -0.730
H -1.198093 -0.192936 2.271832 0.08 -0.08 -0.09 0.204
H -1.404681 -1.473341 1.064502 0.11 0.06 0.09 0.220
H -0.118325 -1.600001 2.277866 -0.04 0.14 -0.11 0.207
H 0.935125 0.489807 1.240879 -0.06 -0.14 -0.15 0.197
H 1.710895 -0.760827 -0.910574 -0.08 -0.04 0.16 0.205
H 1.830431 -1.718705 0.571490 -0.16 0.09 -0.07 0.207
H 0.468740 -1.963487 -0.540404 0.11 0.06 0.01 0.218
H -1.187234 1.335853 0.331784 0.07 -0.11 -0.09 0.153
H -0.344482 2.293266 -1.753674 0.09 -0.10 0.09 0.203
H 0.917045 1.058675 -1.882526 -0.08 0.06 0.14 0.212
H 0.973577 2.267342 -0.576153 -0.10 -0.11 -0.04 0.215
H -1.799922 0.382426 -1.728737 0.03 -0.14 0.07 0.468
```
Forces are in eV/Å.

***

(2)
ORCA calculation (ωB97M-V/def2-TZVPD) on a single C4H4N2O molecule at a distorted geometry.

SMILES string: C#CC(=O)NN=C
Net charge: 0
ΔE to the lowest compared entry with this formula, charge and spin: 76.45 kcal per mole

```
11
Properties=species:S:1:pos:R:3:forces:R:3:nbo_charge:R:1
C 2.257308 -0.295208 0.065585 -0.58 -0.09 -0.27 -0.131
C -1.020729 0.882421 -0.026519 -2.34 0.53 0.01 0.609
C -1.858118 -0.345503 -0.048544 -0.24 -0.84 0.36 -0.122
C -2.502248 -1.372350 0.023120 1.20 2.06 -0.33 -0.134
H 2.816513 -1.212532 0.182922 0.16 0.07 -0.15 0.197
H 2.794359 0.681788 0.071037 -0.52 -0.62 0.10 0.160
H 0.777398 1.609322 -0.126750 0.39 0.27 0.07 0.382
H -3.075932 -2.253575 0.008386 -0.29 -0.42 0.08 0.234
N 0.991020 -0.440525 -0.081692 0.99 0.37 0.57 -0.191
N 0.297919 0.724177 -0.128474 1.12 -0.03 -0.35 -0.430
O -1.477492 2.021990 0.060927 0.12 -1.29 -0.10 -0.574
```
Forces are in eV/Å.

***

(3)
ORCA calculation (ωB97M-V/def2-TZVPD) on a gas-phase ion, C4H10NO2S (charge +1) at a distorted geometry.

Net charge: +1
ΔE to the lowest compared entry with this formula, charge and spin: 54.68 kcal per mole

```
18
Properties=species:S:1:pos:R:3:forces:R:3:nbo_charge:R:1
C -1.026243 0.703990 -0.400720 2.53 1.58 0.65 -0.449
C -0.513475 1.585139 0.859353 -0.48 0.57 -2.27 -0.576
C 0.059378 -0.320078 -0.704073 1.25 1.40 1.78 -0.194
C 1.186081 -0.323541 1.193493 -0.59 4.04 -3.36 0.475
N -0.351739 -1.729113 -0.678447 -0.48 -1.93 -1.34 -0.727
O 1.384506 -1.577512 1.343997 -1.48 -2.92 0.62 -0.700
O 2.386202 0.334228 0.974105 -0.69 1.33 -0.08 -0.709
S -0.081366 0.482339 2.121017 0.67 -0.58 1.32 0.312
H -1.909400 0.240266 -0.127673 -1.93 -1.00 0.69 0.205
H -1.287645 1.499528 -1.102008 0.31 -0.60 -0.71 0.250
H 0.245750 2.308457 0.456753 -0.17 -0.85 0.67 0.220
H -1.282717 2.240843 1.254261 -0.38 -0.10 -0.02 0.264
H 0.830229 -0.079461 -1.441398 -0.39 -0.32 0.11 0.233
H -1.336535 -1.730538 -0.354436 0.69 -0.35 0.24 0.441
H 0.283371 -2.287263 0.023426 -1.17 0.92 -1.27 0.461
H -0.427757 -2.274473 -1.643227 0.62 1.44 2.29 0.447
H 2.267842 -1.813095 1.541466 1.90 -0.32 0.33 0.529
H 2.319674 1.347200 0.908001 -0.21 -2.31 0.34 0.519
```
Forces are in eV/Å.

***

(4)
ORCA calculation (ωB97M-V/def2-TZVPD) on a single C4H6N2O molecule at a distorted geometry.

SMILES string: OC1=C2N[C@@H]2CN1
Net charge: 0
ΔE to the lowest compared entry with this formula, charge and spin: 112.27 kcal per mole

```
13
Properties=species:S:1:pos:R:3:forces:R:3:nbo_charge:R:1
N 0.412761 -1.268324 -0.785238 0.83 -0.11 -0.45 -0.654
C 1.220120 -0.136508 -0.169230 0.18 0.24 0.09 -0.392
C 0.375762 1.053681 -0.299644 -0.08 -0.01 0.06 0.656
O 0.783580 2.160886 -0.877395 0.08 -0.29 0.01 -0.628
N -0.812465 1.006017 0.257424 0.28 0.03 -0.21 -0.547
C -1.102021 -0.393270 0.654894 0.14 -0.16 -0.36 -0.310
C 0.296680 -1.009095 0.642086 0.02 -0.42 -0.24 -0.134
H -1.274325 -0.940445 -0.342439 -2.22 0.83 1.79 0.288
H 0.967686 -2.050558 -1.093334 0.68 0.04 0.28 0.368
H 1.699564 1.955961 -1.145260 -0.07 0.09 0.01 0.516
H -1.511421 1.732195 0.170867 0.14 -0.06 -0.02 0.412
H -1.689353 -0.392184 1.588727 0.04 -0.37 -0.74 0.213
H 0.633431 -1.718356 1.398543 -0.02 0.20 -0.21 0.212
```
Forces are in eV/Å.

***

(5)
ORCA calculation (ωB97M-V/def2-TZVPD) on a molecular structure, C11H14BF3N6O3RuS at a distorted geometry.

Spin multiplicity: 5
Net charge: +2
ΔE to the lowest compared entry with this formula, charge and spin: 0.00 kcal per mole

```
40
Properties=species:S:1:pos:R:3:forces:R:3:nbo_charge:R:1
H 0.039508 2.985444 1.426120 -0.01 0.13 -0.27 0.276
N 0.374341 1.709404 -0.233257 0.88 3.25 0.33 -0.334
B 0.972860 0.700734 -2.470810 0.26 -0.09 0.30 0.521
N 0.871332 1.907477 -1.515477 0.17 1.39 0.05 -0.296
C 1.092046 3.221932 -1.698049 -0.15 -1.79 -0.40 0.098
Ru -0.208648 -0.077660 0.510786 -0.30 -1.12 1.32 1.389
H 1.458508 3.560234 -2.653903 0.02 0.21 0.04 0.270
C 0.763408 3.893144 -0.525473 -0.17 0.41 0.80 -0.177
H 0.797343 4.952985 -0.346254 0.15 0.09 -0.03 0.281
C 0.350551 2.918815 0.389237 -0.10 -1.15 -1.05 0.033
H 1.409118 0.981051 -3.553804 -0.12 -0.11 0.35 0.032
C -2.037532 -3.332181 2.163043 -0.06 -0.07 -0.07 -0.838
H -2.363083 -3.338207 3.210982 0.15 0.10 -0.37 0.252
H -1.035926 -3.765391 2.081449 -0.18 0.03 0.05 0.214
H -2.742620 -3.917363 1.561137 0.20 0.15 0.13 0.228
N -0.476242 0.158746 -2.525612 -1.18 -0.50 -1.55 -0.271
N 1.771662 -0.407581 -1.731400 0.13 -0.34 0.23 -0.319
N -1.095996 -0.209280 -1.345258 -2.20 -1.31 -0.49 -0.273
N 1.323994 -0.872983 -0.503823 0.22 -0.46 0.53 -0.277
C -1.289908 -0.135183 -3.560895 1.99 0.93 1.10 0.095
C 2.836731 -1.143085 -2.100558 -0.96 0.66 0.22 0.097
H -0.964049 0.112101 -4.564519 -0.25 -0.15 0.07 0.278
H 3.323254 -0.909012 -3.035530 0.11 -0.18 0.06 0.267
C -2.440186 -0.734452 -3.052642 -0.95 -0.43 0.14 -0.124
C 3.080518 -2.102531 -1.126633 -0.30 -0.25 0.73 -0.258
C -2.283780 -0.789673 -1.660236 1.64 0.99 0.44 0.024
C 2.120750 -1.905679 -0.126358 0.10 0.74 -1.06 0.043
H -3.284424 -1.086311 -3.622885 0.00 -0.07 -0.02 0.285
H 3.840776 -2.858919 -1.138134 0.17 -0.06 0.00 0.282
H -2.897460 -1.207604 -0.870525 -0.11 0.12 -0.26 0.275
H 1.931140 -2.406618 0.811071 0.14 -0.05 -0.04 0.269
H -2.014780 -2.292309 1.797327 -0.10 -0.20 0.11 0.149
F -0.876593 1.918235 5.232691 0.84 -0.86 -1.38 -0.274
C -0.004946 1.382066 4.351439 0.42 0.75 1.59 0.767
F 0.584164 2.392991 3.665519 -0.57 -1.00 0.15 -0.315
F 0.952227 0.713269 5.033823 -1.28 0.55 -1.09 -0.279
S -0.890256 0.175615 3.173641 -0.47 -0.91 1.88 2.237
O -1.749264 -0.657208 3.969599 1.32 1.23 -1.04 -0.803
O -1.541250 0.966691 2.080931 0.98 -0.78 -1.00 -0.917
O 0.302720 -0.501686 2.503243 -0.40 0.17 -0.50 -0.907
```
Forces are in eV/Å.

***

(6)
ORCA calculation (ωB97M-V/def2-TZVPD) on 7 unconnected molecules or ions with the total composition C9H23Cl12FP.

Net charge: -1
Total energy: -6320.11603 Ha

```
46
Properties=species:S:1:pos:R:3:forces:R:3:nbo_charge:R:1
C -1.773434 3.200509 2.775234 0.05 -0.07 0.01 -0.638
C -1.883490 3.070082 1.261076 -0.04 0.25 0.05 0.207
F -3.031314 2.265547 1.031585 -0.05 -0.10 0.09 -0.410
C -0.649335 2.512984 0.594298 0.04 -0.08 0.03 -0.762
P -0.813639 1.569672 -1.118475 0.04 0.22 -0.07 0.488
H -2.528889 3.867552 3.199549 -0.03 -0.04 -0.06 0.191
H -0.781196 3.563672 3.051743 -0.06 0.04 -0.02 0.210
H -1.902613 2.208448 3.218488 0.09 0.03 -0.03 0.211
H -2.150757 4.041402 0.830477 0.04 -0.08 -0.10 0.146
H 0.012125 3.368015 0.400335 0.03 -0.08 0.04 0.187
H -0.122114 1.824932 1.270581 -0.08 -0.02 -0.05 0.189
H 0.527076 0.929309 -0.836019 -0.10 0.03 0.01 -0.226
H -0.114333 2.683590 -1.831722 0.00 -0.06 0.02 -0.213
H -2.108139 2.215602 -1.406327 0.04 -0.05 0.07 -0.186
H -1.476735 0.465736 -0.398846 -0.04 0.02 0.09 -0.208
H -0.904788 0.818329 -2.382455 0.01 0.02 0.02 -0.167
C -0.777697 -2.347133 -1.567503 0.09 0.16 0.04 -0.397
Cl -0.781659 -2.179175 -3.329294 -0.09 -0.10 -0.01 -0.039
Cl -2.384765 -2.159937 -0.850406 -0.14 -0.25 -0.11 -0.036
H -0.427046 -3.345070 -1.336390 0.05 0.04 0.05 0.215
H -0.138412 -1.573218 -1.151917 -0.03 0.06 -0.05 0.249
C 2.181270 -5.833784 -1.397349 0.10 -0.02 0.03 -0.400
Cl 2.436148 -4.293193 -2.217047 -0.08 0.03 -0.01 -0.007
Cl 0.659063 -5.898775 -0.501133 -0.10 0.00 -0.02 -0.026
H 2.163092 -6.617096 -2.145131 0.01 -0.01 0.01 0.216
H 2.986508 -5.977053 -0.686555 0.00 -0.01 0.00 0.219
C -3.997419 -0.418586 1.840605 0.05 0.00 -0.06 -0.382
Cl -5.375277 -1.323347 1.177751 0.04 0.01 0.01 -0.057
Cl -3.130555 -1.356006 3.071422 -0.04 0.01 0.03 -0.056
H -3.305117 -0.184989 1.040738 0.04 -0.01 -0.09 0.264
H -4.371607 0.483929 2.299923 -0.03 0.05 0.02 0.224
C 2.640807 0.133635 -4.876599 0.06 0.09 -0.02 -0.403
Cl 3.016945 -1.497908 -4.270962 0.00 -0.04 -0.02 -0.057
Cl 1.099104 0.738714 -4.303792 0.01 -0.02 0.09 0.033
H 3.427213 0.789875 -4.522452 0.00 0.01 -0.01 0.212
H 2.630797 0.080486 -5.958933 0.00 -0.01 0.00 0.207
C 1.455613 -3.106586 2.542892 0.00 0.03 0.01 -0.397
Cl -0.047569 -2.713479 1.722923 -0.01 -0.01 -0.01 0.011
Cl 2.761004 -3.540299 1.419511 0.07 0.00 -0.01 -0.051
H 1.783822 -2.235319 3.097010 -0.01 0.00 0.00 0.222
H 1.284114 -3.953564 3.196089 0.02 0.00 0.00 0.213
C 2.816333 4.083524 1.576105 -0.02 0.04 -0.04 -0.399
Cl 2.363069 3.446357 3.172032 0.02 -0.02 0.01 -0.047
Cl 2.856064 2.846840 0.330686 0.08 -0.08 0.01 0.016
H 2.075640 4.823535 1.295701 -0.02 -0.01 0.02 0.222
H 3.802094 4.522242 1.672555 -0.01 0.02 -0.01 0.210
```
Forces are in eV/Å.